1.
DFT (the ωB97M-V functional and the def2-TZVPD basis) results for a cluster of 11 separate species, C31H33BrCl20F8N3O9S in total in a non-equilibrium geometry.

The value obtained for the LUMO energy is 0.028 Ha. As for the HOMO energy: -5.68 eV. As for the total charge: -1. The spin multiplicity is 1. Its total energy is -408647.223 eV.

Cartesian coordinates (Å):
O -6.304 -1.105 -2.928
C -6.531 0.053 -2.692
C -5.455 1.123 -2.663
C -4.346 0.808 -1.682
C -4.606 0.856 -0.258
C -5.995 1.172 0.216
O -6.666 2.016 -0.304
N -6.538 0.352 1.288
C -6.873 1.049 2.433
O -6.919 2.221 2.618
F -7.129 0.191 3.453
C -3.567 0.601 0.596
Br -3.797 0.682 2.481
C -2.261 0.274 0.116
N -1.268 0.060 0.996
C -0.111 -0.243 0.470
S 1.176 -0.476 1.705
O 0.807 0.337 2.829
O 2.500 -0.188 1.230
C 1.095 -2.227 2.399
F 2.329 -2.695 2.632
F 0.496 -2.140 3.593
C 0.291 -3.245 1.572
F 0.770 -3.235 0.307
F -1.004 -2.937 1.521
C 0.406 -4.717 2.068
F -0.529 -5.420 1.408
F 0.158 -4.844 3.364
F 1.578 -5.259 1.768
C 0.120 -0.361 -0.928
C 1.484 -0.710 -1.467
C 2.300 0.579 -1.793
C 1.767 1.880 -1.199
C 2.804 3.000 -1.242
O 3.790 2.854 -0.192
C 3.398 3.349 1.000
O 3.487 4.506 1.302
N -0.825 -0.137 -1.809
C -2.027 0.187 -1.278
C -3.113 0.464 -2.160
C -2.848 0.418 -3.668
O -2.526 -0.668 -4.173
O -3.011 1.498 -4.258
H -7.589 0.345 -2.526
H -5.061 1.189 -3.678
H -5.924 2.077 -2.441
H -7.286 -0.255 0.961
H 1.332 -1.223 -2.417
H 2.042 -1.377 -0.818
H 2.269 0.712 -2.877
H 3.352 0.440 -1.540
H 1.477 1.776 -0.151
H 0.886 2.251 -1.728
H 3.327 3.006 -2.196
H 2.294 3.952 -1.081
H 2.989 2.616 1.711
C 4.803 7.053 -0.092
Cl 3.749 6.737 -1.469
Cl 6.466 7.415 -0.600
H 4.416 7.904 0.455
H 4.814 6.173 0.537
C 7.581 7.423 2.859
Cl 7.529 8.371 4.355
Cl 6.375 6.134 2.854
H 7.384 8.081 2.024
H 8.565 6.980 2.764
C -3.581 -3.812 -1.570
Cl -3.764 -2.083 -1.301
Cl -3.355 -4.175 -3.280
H -2.702 -4.131 -1.020
H -4.457 -4.349 -1.222
C -8.127 -3.053 3.346
Cl -8.388 -2.300 1.767
Cl -7.762 -4.775 3.199
H -7.293 -2.557 3.827
H -9.029 -2.937 3.934
C -3.654 -0.575 -7.182
Cl -4.176 -1.571 -8.565
Cl -4.934 0.482 -6.607
H -3.358 -1.225 -6.366
H -2.817 0.036 -7.494
C -1.725 -2.805 6.188
Cl -2.008 -2.213 7.833
Cl -2.262 -1.655 4.965
H -0.662 -2.973 6.061
H -2.271 -3.732 6.057
C 10.210 10.975 2.990
Cl 9.190 10.146 1.812
Cl 11.824 11.310 2.351
H 9.739 11.914 3.253
H 10.307 10.343 3.865
C 1.773 -4.229 -2.655
Cl 0.217 -3.413 -2.818
Cl 3.087 -3.318 -3.415
H 1.998 -4.339 -1.600
H 1.708 -5.202 -3.127
C -0.186 -8.865 1.047
Cl -0.841 -9.849 2.364
Cl -0.819 -9.366 -0.524
H -0.461 -7.833 1.218
H 0.892 -8.973 1.038
C 7.214 -3.323 -2.337
Cl 6.680 -4.240 -3.751
Cl 5.913 -2.362 -1.629
H 7.574 -4.020 -1.590
H 8.009 -2.654 -2.642

Atomic partial charges in e from the Mulliken method, atoms 1 to 99: atom 1 (O): -0.459, atom 2 (C): -0.092, atom 3 (C): -1.433, atom 4 (C): 0.602, atom 5 (C): 1.115, atom 6 (C): -0.280, atom 7 (O): -0.478, atom 8 (N): 0.137, atom 9 (C): 0.391, atom 10 (O): -0.490, atom 11 (F): -0.237, atom 12 (C): 0.656, atom 13 (Br): -0.238, atom 14 (C): -0.127, atom 15 (N): -0.520, atom 16 (C): -0.005, atom 17 (S): 1.425, atom 18 (O): -0.765, atom 19 (O): -0.595, atom 20 (C): 0.660, atom 21 (F): -0.280, atom 22 (F): -0.178, atom 23 (C): 0.595, atom 24 (F): -0.169, atom 25 (F): -0.232, atom 26 (C): 0.247, atom 27 (F): -0.274, atom 28 (F): -0.211, atom 29 (F): -0.248, atom 30 (C): 0.370, atom 31 (C): -0.300, atom 32 (C): -1.545, atom 33 (C): 0.519, atom 34 (C): -1.081, atom 35 (O): -0.363, atom 36 (C): 0.239, atom 37 (O): -0.541, atom 38 (N): -0.339, atom 39 (C): 0.317, atom 40 (C): 0.376, atom 41 (C): -0.467, atom 42 (O): -0.633, atom 43 (O): -0.715, atom 44 (H): 0.426, atom 45 (H): 0.533, atom 46 (H): 0.424, atom 47 (H): 0.144, atom 48 (H): 0.417, atom 49 (H): 0.318, atom 50 (H): 0.493, atom 51 (H): 0.390, atom 52 (H): -0.031, atom 53 (H): 0.255, atom 54 (H): 0.344, atom 55 (H): 0.423, atom 56 (H): 0.406, atom 57 (C): 0.264, atom 58 (Cl): -0.173, atom 59 (Cl): -0.193, atom 60 (H): 0.324, atom 61 (H): -0.191, atom 62 (C): -0.057, atom 63 (Cl): -0.171, atom 64 (Cl): -0.123, atom 65 (H): 0.000, atom 66 (H): 0.342, atom 67 (C): -0.243, atom 68 (Cl): 0.111, atom 69 (Cl): -0.150, atom 70 (H): -0.006, atom 71 (H): 0.339, atom 72 (C): -0.177, atom 73 (Cl): -0.155, atom 74 (Cl): -0.170, atom 75 (H): 0.184, atom 76 (H): 0.325, atom 77 (C): 0.024, atom 78 (Cl): -0.223, atom 79 (Cl): -0.153, atom 80 (H): 0.050, atom 81 (H): 0.278, atom 82 (C): -0.309, atom 83 (Cl): -0.181, atom 84 (Cl): -0.030, atom 85 (H): 0.172, atom 86 (H): 0.324, atom 87 (C): -0.236, atom 88 (Cl): -0.106, atom 89 (Cl): -0.160, atom 90 (H): 0.290, atom 91 (H): 0.225, atom 92 (C): -0.161, atom 93 (Cl): -0.029, atom 94 (Cl): -0.142, atom 95 (H): -0.055, atom 96 (H): 0.414, atom 97 (C): 0.306, atom 98 (Cl): -0.167, atom 99 (Cl): -0.156



2.
DFT (the ωB97M-V functional and the def2-TZVPD basis) results for an isolated molecule of C2H5N3O in a non-equilibrium geometry.

The value obtained for the LUMO energy is 0.022 Ha. As for the HOMO energy: -9.43 eV. The spin multiplicity is 1. Its total energy is -8670.343 eV.

Cartesian coordinates (Å):
C 1.414 -0.236 -0.289
C -1.832 -0.204 -0.260
H 2.705 1.113 0.498
H 1.169 -0.878 -1.092
H 0.194 0.812 1.183
H -0.925 -1.874 0.263
H -2.630 -0.881 -0.497
N 2.606 0.307 -0.259
N 0.401 -0.108 0.657
N -0.662 -0.804 0.172
O -1.803 1.072 -0.132

Need the natural (NBO) charges? In units of e they are: atom 1 (C): 0.269, atom 2 (C): 0.479, atom 3 (H): 0.329, atom 4 (H): 0.175, atom 5 (H): 0.431, atom 6 (H): 0.388, atom 7 (H): 0.150, atom 8 (N): -0.670, atom 9 (N): -0.463, atom 10 (N): -0.455, atom 11 (O): -0.632



3.
DFT (the ωB97M-V functional and the def2-TZVPD basis) results for a structure of composition C32H33N2O2PtS2SbSi.

The value obtained for the LUMO energy is 0.164 Ha. As for the HOMO energy: -1.15 eV. As for the total charge: -2. The spin multiplicity is 1. Its total energy is -80131.896 eV.

Cartesian coordinates (Å):
Pt 0.281 0.787 1.652
S 0.330 0.696 3.933
C 2.030 0.833 4.354
C 2.351 0.997 5.704
C 3.661 1.044 6.144
C 4.692 0.930 5.216
C 4.385 0.781 3.876
C 3.066 0.742 3.410
S 2.770 0.609 1.695
H 1.535 1.088 6.413
H 3.877 1.171 7.199
H 5.728 0.963 5.534
H 5.181 0.696 3.144
C 1.009 -4.845 0.075
N -0.248 -4.318 0.552
C -1.225 -5.129 1.042
C -2.392 -4.629 1.462
C -2.614 -3.176 1.380
O -3.718 -2.702 1.676
N -1.578 -2.401 0.956
C -0.438 -2.918 0.528
O 0.532 -2.282 0.052
H 0.909 -5.923 -0.065
H 1.821 -4.643 0.778
H 1.271 -4.373 -0.872
H -0.994 -6.190 1.054
H -3.179 -5.267 1.837
C 3.739 -1.134 -3.602
C 3.811 -1.234 -2.221
C 2.742 -0.832 -1.430
C 1.595 -0.313 -2.014
C 1.528 -0.218 -3.401
C 2.590 -0.629 -4.194
Sb -0.056 0.326 -0.801
C -1.537 -0.917 -1.734
C -1.162 -1.986 -2.539
C -2.114 -2.849 -3.062
C -3.459 -2.657 -2.779
C -3.842 -1.601 -1.964
C -2.886 -0.744 -1.443
C -0.409 2.033 -2.109
C -1.640 2.354 -2.665
C -1.806 3.505 -3.427
C -0.734 4.356 -3.645
C 0.504 4.048 -3.097
C 0.658 2.899 -2.337
H 4.574 -1.450 -4.218
H 4.702 -1.629 -1.748
H 2.798 -0.933 -0.356
H 0.637 0.184 -3.872
H 2.521 -0.550 -5.274
H -0.114 -2.169 -2.737
H -1.800 -3.686 -3.676
H -4.202 -3.344 -3.170
H -4.881 -1.468 -1.691
H -3.200 0.013 -0.738
H -2.490 1.698 -2.516
H -2.778 3.735 -3.847
H -0.862 5.258 -4.233
H 1.349 4.709 -3.253
H 1.630 2.678 -1.908
C -0.583 4.016 1.046
Si -1.348 2.420 1.745
C -1.986 2.920 3.464
C -2.973 2.186 0.783
H -1.279 4.853 1.166
H -0.349 3.920 -0.015
H 0.343 4.252 1.572
H -2.723 3.725 3.373
H -1.175 3.250 4.111
H -2.461 2.067 3.952
H -3.568 3.105 0.779
H -3.554 1.385 1.247
H -2.796 1.910 -0.258

Need the Mulliken charges? In units of e they are: atom 1 (Pt): 1.360, atom 2 (S): -0.524, atom 3 (C): 0.149, atom 4 (C): -0.671, atom 5 (C): -0.477, atom 6 (C): -0.535, atom 7 (C): -0.668, atom 8 (C): 0.454, atom 9 (S): -0.553, atom 10 (H): 0.342, atom 11 (H): 0.316, atom 12 (H): 0.304, atom 13 (H): 0.347, atom 14 (C): -0.920, atom 15 (N): 0.303, atom 16 (C): -0.002, atom 17 (C): -0.885, atom 18 (C): 0.505, atom 19 (O): -0.799, atom 20 (N): 0.115, atom 21 (C): -0.260, atom 22 (O): -0.539, atom 23 (H): 0.347, atom 24 (H): 0.244, atom 25 (H): 0.234, atom 26 (H): 0.247, atom 27 (H): 0.375, atom 28 (C): -0.454, atom 29 (C): -0.813, atom 30 (C): -0.670, atom 31 (C): 0.462, atom 32 (C): -0.398, atom 33 (C): -0.732, atom 34 (Sb): 0.533, atom 35 (C): 0.791, atom 36 (C): -0.476, atom 37 (C): -0.704, atom 38 (C): -0.569, atom 39 (C): -0.826, atom 40 (C): 0.000, atom 41 (C): 0.625, atom 42 (C): -0.190, atom 43 (C): -0.603, atom 44 (C): -0.490, atom 45 (C): -0.517, atom 46 (C): -0.481, atom 47 (H): 0.342, atom 48 (H): 0.402, atom 49 (H): 0.287, atom 50 (H): 0.430, atom 51 (H): 0.382, atom 52 (H): 0.328, atom 53 (H): 0.351, atom 54 (H): 0.328, atom 55 (H): 0.371, atom 56 (H): 0.057, atom 57 (H): 0.123, atom 58 (H): 0.371, atom 59 (H): 0.330, atom 60 (H): 0.365, atom 61 (H): 0.363, atom 62 (C): -0.928, atom 63 (Si): 0.443, atom 64 (C): -1.272, atom 65 (C): -0.695, atom 66 (H): 0.338, atom 67 (H): 0.136, atom 68 (H): 0.256, atom 69 (H): 0.330, atom 70 (H): 0.301, atom 71 (H): 0.297, atom 72 (H): 0.498, atom 73 (H): 0.255, atom 74 (H): -0.088



4.
DFT (the ωB97M-V functional and the def2-TZVPD basis) results for a structure of composition CH3IN4 in a non-equilibrium geometry.

The value obtained for the LUMO energy is 0.007 Ha. As for the HOMO energy: -8.50 eV. The spin multiplicity is 1. Its total energy is -15142.421 eV.

Cartesian coordinates (Å):
C -0.659 0.191 -0.511
N -0.435 -1.187 -0.567
N 0.500 -1.490 0.144
N 0.350 0.680 0.222
N 0.985 -0.444 0.866
I -2.696 0.607 0.112
H -0.542 0.688 -1.859
H 0.524 1.547 0.653
H 1.973 -0.591 0.941

Need the natural (NBO) charges? In units of e they are: atom 1 (C): -0.011, atom 2 (N): -0.231, atom 3 (N): 0.042, atom 4 (N): -0.519, atom 5 (N): -0.297, atom 6 (I): 0.032, atom 7 (H): 0.174, atom 8 (H): 0.416, atom 9 (H): 0.394